16
Properties=species:S:1:pos:R:3:forces:R:3:nbo_charge:R:1 method="wB97M-V/def2-TZVPD" smiles="C=C(C)CC(=C)F" multiplicity=1 charge=0 lumo_ev=0.973 orbital_gap_ev=10.4
C -0.66865 1.54967 -0.48995 -0.413 0.011 -0.304 -0.41
C -0.86686 0.36217 0.07782 -0.083 -0.833 0.016 0.02
C -2.15177 -0.37990 0.27379 -1.185 0.153 0.226 -0.65
C 0.24214 -0.57852 0.54382 1.426 1.781 -0.045 -0.51
C 1.61961 -0.05875 0.22116 -0.857 -0.183 0.298 0.43
C 2.45615 -0.48663 -0.70627 1.016 0.382 -0.049 -0.51
F 1.91674 0.98484 1.07307 0.412 -0.737 -0.700 -0.35
H 0.36009 1.92567 -0.57501 -0.653 0.036 -0.117 0.21
H -1.51337 2.13288 -0.93963 0.936 -0.529 0.677 0.21
H -3.08398 0.09549 -0.06686 0.425 0.396 0.367 0.22
H -2.26334 -0.71447 1.32958 0.001 0.394 -0.559 0.22
H -2.14965 -1.29275 -0.30372 0.329 -0.486 -0.225 0.21
H 0.26076 -0.67770 1.62968 -0.428 -0.115 0.147 0.23
H 0.14799 -1.55586 0.11932 -0.305 -0.576 -0.338 0.23
H 3.46351 -0.04958 -0.72586 -0.494 -0.117 -0.194 0.22
H 2.23064 -1.25655 -1.46093 -0.128 0.425 0.799 0.22

=====

55
Properties=species:S:1:pos:R:3:forces:R:3:lowdin_spin:R:1 method="wB97M-V/def2-TZVPD" multiplicity=7 charge=0 lumo_ev="-1.812 / -6.040" orbital_gap_ev="7.7 / 3.4"
Fe 0.17386 0.09263 0.21460 -1.276 0.655 -1.452 4.36
C 0.41328 -3.77047 -2.42346 -1.063 1.219 1.674 0.01
F 0.44812 -4.27768 -3.63283 0.658 0.299 0.042 0.00
F -0.60902 -4.38877 -1.77224 0.870 0.175 -0.050 0.00
F 1.56367 -3.96496 -1.72183 -1.177 0.081 -1.170 0.00
S -0.14199 -1.86708 -2.41893 -0.865 0.886 -1.130 0.01
O -1.53779 -1.82147 -2.69800 -0.387 -1.779 0.403 0.03
O 0.15192 -1.35109 -1.05794 0.586 -1.392 1.415 0.12
O 0.60436 -1.09514 -3.34639 1.916 -0.218 -1.021 0.02
C -1.92086 2.28963 -3.24231 -0.198 -0.256 -0.007 0.01
F -0.81825 1.67034 -3.77012 -1.252 0.842 -0.104 0.00
F -1.65282 3.56992 -2.95894 0.047 -1.064 -0.418 0.00
F -2.95602 2.25083 -4.12896 1.494 -0.048 0.975 0.00
S -2.38708 1.30925 -1.71040 -3.815 0.651 2.781 0.01
O -3.07444 0.12541 -2.18251 0.321 1.402 -0.177 0.01
O -1.13097 0.89347 -1.02260 0.547 0.517 -0.588 0.13
O -3.17040 2.24011 -0.84243 1.943 -1.935 -2.553 0.01
C 0.56143 4.37579 2.16312 -0.760 -1.108 -2.994 0.01
F 1.79731 4.41648 1.72253 1.834 -0.868 0.598 0.00
F 0.43182 3.94147 3.40010 0.287 0.200 0.337 0.00
F 0.15911 5.61529 2.00014 -1.272 0.219 0.701 0.00
S -0.40763 3.18318 0.90418 -2.040 2.693 -3.214 0.01
O -1.75382 3.64791 1.07449 0.378 -0.608 1.742 0.01
O -0.02951 3.35264 -0.49609 1.554 0.745 1.346 0.01
O -0.10034 1.77612 1.25618 0.730 -0.942 1.612 0.09
N -3.24353 -2.49119 -0.38247 0.308 0.849 2.351 0.44
S -3.49607 -3.73029 0.53287 -3.184 -8.998 -1.303 -0.04
O -4.85281 -3.95314 1.10618 2.419 1.906 -0.553 0.35
O -2.38910 -4.27418 1.25761 -0.019 1.459 0.468 0.19
F -3.60553 -4.80567 -0.61785 0.190 0.756 -0.243 -0.01
S -2.98435 -1.51732 0.97870 1.013 8.692 -0.446 0.01
O -1.69579 -0.77286 0.81710 -3.390 -3.223 1.278 0.06
O -3.47603 -1.87478 2.29420 1.235 -0.013 -2.240 0.00
F -4.01962 -0.40439 0.43727 1.123 -1.629 1.155 0.02
C 4.26984 -1.25747 1.49108 -0.056 1.923 0.662 0.00
N 3.04023 -1.81323 0.86695 -0.787 0.948 -1.037 0.00
O 2.06686 -1.06323 0.56113 2.567 -0.747 1.175 0.02
O 3.08572 -2.95389 0.54843 -0.267 -0.935 0.072 0.00
H 3.95651 -0.55786 2.26597 -0.176 -0.205 0.043 0.00
H 4.75533 -0.61301 0.75822 -0.099 -0.286 -0.327 0.00
H 4.98478 -1.96212 1.91584 -0.671 -0.478 -0.462 0.00
C 0.28525 0.10198 4.71195 -0.459 -0.107 -0.688 0.00
N 0.84820 -0.54023 3.45157 3.379 -1.728 -0.201 0.00
O 0.37729 -0.34123 2.34897 -1.231 0.212 1.556 0.02
O 1.86608 -1.26432 3.55853 -2.111 1.491 0.655 0.00
H -0.65862 -0.41063 4.89759 0.028 0.035 -0.030 0.00
H 0.08301 1.14868 4.48475 0.063 -0.119 -0.152 0.00
H 0.95998 -0.01425 5.56008 0.138 -0.204 -0.529 0.00
C 2.06346 2.15185 -3.00682 -1.680 0.086 -1.823 0.00
N 2.26763 1.67308 -1.67338 1.529 -1.070 0.267 0.01
O 3.43294 1.64131 -1.37934 0.280 0.193 1.518 0.01
O 1.38493 1.08419 -1.06868 0.386 0.608 -0.184 0.05
H 2.50873 3.12432 -3.21692 0.076 -0.229 0.524 0.00
H 1.00151 2.11628 -3.24989 0.399 0.195 0.168 0.00
H 2.56923 1.35979 -3.55902 -0.063 0.246 -0.420 0.00

=====

21
Properties=species:S:1:pos:R:3:forces:R:3:nbo_charge:R:1 method="wB97M-V/def2-TZVPD" smiles="FC(F)C(F)(F)C1=[NH+]CCCN1" multiplicity=1 charge=+1 lumo_ev=-3.697 orbital_gap_ev=11.4
F 2.97074 0.17529 1.95205 -1.137 -0.334 -0.782 -0.31
C 2.67744 0.50603 0.65250 3.180 1.764 1.389 0.50
F 1.92514 1.64881 0.68754 0.542 -0.538 -0.278 -0.32
C 1.95738 -0.53537 -0.15458 -0.308 0.374 -0.622 0.59
F 2.36668 -1.72043 0.22463 -0.403 -1.338 0.663 -0.28
F 2.46905 -0.36142 -1.41816 -1.172 0.195 0.063 -0.31
C 0.37224 -0.37012 -0.14280 3.426 -1.333 -1.752 0.49
N -0.06026 0.46145 -1.02880 -0.280 1.379 0.324 -0.49
C -1.43845 0.88911 -1.06093 -1.301 -2.857 -3.449 -0.23
C -2.18993 0.49653 0.13744 -0.838 0.718 1.557 -0.44
C -1.83072 -0.94946 0.57555 -0.864 0.922 1.661 -0.25
N -0.34045 -1.24376 0.50066 -0.599 -0.609 3.219 -0.52
H 3.74614 0.64436 0.21191 -2.088 0.233 0.211 0.19
H 0.56194 0.92310 -1.68224 0.307 -0.167 0.409 0.45
H -1.90068 0.15358 -1.88341 0.720 2.144 1.003 0.21
H -1.50080 1.92517 -1.33953 -0.091 0.288 -0.194 0.25
H -3.29933 0.57162 -0.13678 1.540 -0.267 0.709 0.27
H -1.98815 1.23977 0.97109 -0.269 -1.000 -0.710 0.23
H -2.26592 -0.96320 1.60965 1.186 -0.545 -0.556 0.25
H -2.43136 -1.66222 0.04641 0.281 -0.587 -0.668 0.24
H 0.19931 -1.82884 1.27780 -1.828 1.558 -2.196 0.47

=====

18
Properties=species:S:1:pos:R:3:forces:R:3:nbo_charge:R:1 method="wB97M-V/def2-TZVPD" multiplicity=1 charge=0 lumo_ev=0.834 orbital_gap_ev=9.0
C 2.24306 1.54759 -0.27862 -0.056 -0.041 -0.012 -0.63
C 1.12671 1.05659 0.59525 0.355 0.241 0.042 -0.22
C 0.42855 -0.01331 0.36777 -0.819 0.032 0.173 -0.03
C -0.39801 -1.00859 0.14944 0.043 -0.042 -0.033 0.06
N -0.09685 -2.34144 0.48808 0.082 -0.174 0.079 -0.81
C -1.57675 -0.90954 -0.74797 -0.026 -0.054 -0.127 -0.28
C -2.78877 -0.37370 -0.60202 -0.152 0.242 -0.442 -0.03
N -3.38017 0.20548 0.51580 0.470 -0.231 0.926 -0.21
F -4.26199 1.24799 0.16670 0.319 -0.098 -0.200 -0.25
H 3.14454 1.71443 0.30954 0.083 0.031 -0.016 0.21
H 1.95626 2.49727 -0.73099 0.083 0.068 -0.055 0.22
H 2.45615 0.83054 -1.06664 0.054 0.011 -0.073 0.22
H 0.92286 1.66831 1.47070 -0.119 -0.050 0.083 0.20
H 0.63206 -2.43122 1.18065 -0.073 -0.062 0.005 0.38
H -0.90870 -2.90455 0.69731 0.058 0.071 0.077 0.38
H -1.42549 -1.46977 -1.66368 -0.103 0.035 -0.099 0.22
H -3.49894 -0.45849 -1.41433 -0.003 -0.046 -0.048 0.21
H -2.72140 0.61589 1.17967 -0.197 0.064 -0.283 0.36

=====

22
Properties=species:S:1:pos:R:3:forces:R:3:nbo_charge:R:1 method="wB97M-V/def2-TZVPD" multiplicity=1 charge=+1 lumo_ev="-5.367 / -5.367" orbital_gap_ev="8.3 / 8.3"
C 2.56435 0.38907 -0.85888 -3.433 -0.271 2.156 -0.09
C -1.08403 -1.23930 -0.25437 -0.649 0.581 -0.236 0.66
C -1.29479 1.23416 -0.26154 -0.080 0.301 -0.344 0.54
C -1.97818 -0.02739 0.15476 -0.403 -0.655 0.026 0.05
C 0.69191 0.19153 0.56138 1.838 -0.588 0.268 0.71
C 1.16361 -2.12098 -0.08290 0.466 -0.674 -0.092 -0.42
N 3.47123 0.61839 -1.51000 1.671 0.399 -1.154 -0.43
N 0.20757 -1.04879 0.16494 0.862 0.420 0.259 -0.49
N -0.02013 1.32301 0.09026 -0.210 0.595 -0.097 -0.58
N -1.94265 2.13626 -0.96082 0.229 -0.466 0.476 -0.67
N 1.26604 0.31287 1.80045 -0.575 -0.132 -1.114 -0.74
O -1.50273 -2.20434 -0.81019 -0.088 0.191 0.176 -0.46
F -3.20748 -0.10837 -0.40752 0.073 0.069 -0.196 -0.29
H -2.10584 -0.06385 1.24998 0.222 0.189 -0.183 0.25
H 1.82441 -2.26831 0.77094 -0.071 0.030 -0.051 0.21
H 0.60400 -3.03496 -0.27034 0.006 0.091 0.131 0.26
H 1.76491 -1.87571 -0.96301 -0.071 0.062 0.151 0.26
H 0.51560 2.16612 -0.09028 0.107 -0.179 -0.086 0.46
H -2.91590 1.96684 -1.19253 0.079 -0.014 0.072 0.46
H -1.51313 2.98549 -1.29963 0.054 0.005 -0.023 0.44
H 1.75386 1.17352 2.00578 0.005 0.058 -0.042 0.42
H 1.73737 -0.50525 2.16350 -0.032 -0.013 -0.096 0.43

=====

16
Properties=species:S:1:pos:R:3:forces:R:3:nbo_charge:R:1 method="wB97M-V/def2-TZVPD" multiplicity=1 charge=0 lumo_ev="0.135 / 0.311" orbital_gap_ev="8.6 / 8.0"
C 1.29137 0.06026 -0.71674 2.095 -2.329 -4.815 -0.14
C 1.25089 0.07164 0.56521 1.820 2.043 2.639 -0.34
C 0.40874 -0.76787 -1.66946 -1.409 0.813 1.769 -0.50
C -1.00506 -0.87393 -0.98763 2.314 -1.150 -1.248 -0.30
C 0.12668 -0.24281 1.38443 -1.009 -0.939 -0.434 -0.07
C -0.76398 0.87785 1.75439 -0.777 -0.124 1.513 -0.70
I 0.54304 -1.92869 2.56705 -0.379 0.289 0.134 0.15
H 2.23771 0.19328 -1.30661 -0.544 0.874 1.143 0.20
H 2.14097 0.55916 1.09637 -1.074 -0.776 -0.543 0.22
H 0.34112 -0.10257 -2.56608 -0.031 -1.087 0.247 0.22
H 0.92484 -1.76000 -1.84957 -0.638 1.218 -0.022 0.23
H -1.64712 -0.17899 -1.49476 -0.778 0.351 0.599 0.17
H -1.36993 -1.89661 -0.83157 -0.076 0.586 0.211 0.18
H -1.68919 0.63351 2.33111 0.625 -0.115 -0.841 0.23
H -0.94293 1.39042 0.84323 -0.811 0.356 -0.918 0.24
H -0.29668 1.66279 2.34004 0.671 -0.012 0.566 0.21

=====

Repeat the fifth record exactly.
22
Properties=species:S:1:pos:R:3:forces:R:3:nbo_charge:R:1 method="wB97M-V/def2-TZVPD" multiplicity=1 charge=+1 lumo_ev="-5.367 / -5.367" orbital_gap_ev="8.3 / 8.3"
C 2.56435 0.38907 -0.85888 -3.433 -0.271 2.156 -0.09
C -1.08403 -1.23930 -0.25437 -0.649 0.581 -0.236 0.66
C -1.29479 1.23416 -0.26154 -0.080 0.301 -0.344 0.54
C -1.97818 -0.02739 0.15476 -0.403 -0.655 0.026 0.05
C 0.69191 0.19153 0.56138 1.838 -0.588 0.268 0.71
C 1.16361 -2.12098 -0.08290 0.466 -0.674 -0.092 -0.42
N 3.47123 0.61839 -1.51000 1.671 0.399 -1.154 -0.43
N 0.20757 -1.04879 0.16494 0.862 0.420 0.259 -0.49
N -0.02013 1.32301 0.09026 -0.210 0.595 -0.097 -0.58
N -1.94265 2.13626 -0.96082 0.229 -0.466 0.476 -0.67
N 1.26604 0.31287 1.80045 -0.575 -0.132 -1.114 -0.74
O -1.50273 -2.20434 -0.81019 -0.088 0.191 0.176 -0.46
F -3.20748 -0.10837 -0.40752 0.073 0.069 -0.196 -0.29
H -2.10584 -0.06385 1.24998 0.222 0.189 -0.183 0.25
H 1.82441 -2.26831 0.77094 -0.071 0.030 -0.051 0.21
H 0.60400 -3.03496 -0.27034 0.006 0.091 0.131 0.26
H 1.76491 -1.87571 -0.96301 -0.071 0.062 0.151 0.26
H 0.51560 2.16612 -0.09028 0.107 -0.179 -0.086 0.46
H -2.91590 1.96684 -1.19253 0.079 -0.014 0.072 0.46
H -1.51313 2.98549 -1.29963 0.054 0.005 -0.023 0.44
H 1.75386 1.17352 2.00578 0.005 0.058 -0.042 0.42
H 1.73737 -0.50525 2.16350 -0.032 -0.013 -0.096 0.43

=====

> What is the charge in the first record?

0